(1)
ORCA calculation (the ωB97M-V functional and the def2-TZVPD basis) on a 6-piece molecular cluster, C25H63N2O18P2S7 overall in a non-equilibrium geometry.

CARTESIAN COORDINATES (ANGSTROEM)
C1 2.7178 -0.5803 4.1788
C2 2.4208 -1.2968 3.0838
C3 3.3867 -1.5456 1.9646
P1 2.5561 -1.8592 0.2987
N1 1.3659 -0.5672 0.4203
S1 4.0796 -0.2623 -0.5681
C4 1.3978 -3.2053 0.9970
O1 0.0164 -2.8857 1.0000
C5 -0.8292 -3.8985 0.5039
C6 -2.1814 -3.2669 0.2347
O2 -3.2386 -4.0394 0.7646
C7 -4.4463 -3.3117 0.7468
C8 -5.6191 -4.2334 1.0048
N2 3.8175 -3.3471 -0.0064
C9 4.9505 -3.2575 -0.2709
S2 6.5431 -3.3492 -0.3200
P2 1.8568 -2.1659 -1.8943
C10 2.1077 -3.9207 -2.3706
O3 0.1787 -2.0869 -1.9414
H1 1.9356 -0.0681 4.7239
H2 3.7266 -0.5109 4.5678
H3 1.4329 -1.7454 3.0442
H4 4.0400 -0.6784 1.8919
H5 4.0506 -2.3778 2.2083
H6 0.7745 -0.5979 1.2376
H7 1.7988 0.3367 0.3048
H8 3.6754 -0.0485 -1.8157
H9 1.7199 -3.5704 1.9765
H10 1.5619 -4.0569 0.3345
H11 -0.4255 -4.3154 -0.4189
H12 -0.9621 -4.6880 1.2501
H13 -2.1787 -2.2759 0.6956
H14 -2.3206 -3.1136 -0.8401
H15 -4.4136 -2.5329 1.5160
H16 -4.5700 -2.8024 -0.2154
H17 -5.4779 -5.1857 0.4990
H18 -5.7374 -4.3960 2.0734
H19 -6.5263 -3.7661 0.6239
H20 1.5340 -4.6300 -1.7736
H21 1.7576 -3.9987 -3.4017
H22 3.1647 -4.1617 -2.3599
H23 -0.0487 -1.8306 -2.8390
O4 4.5867 3.5315 -1.3382
S3 5.4545 3.7286 -0.2191
O5 4.9638 3.5605 1.1128
O6 6.0888 5.1947 -0.3435
C11 5.1645 6.2871 -0.5005
C12 4.4473 6.6504 0.7846
C13 6.9258 2.8032 -0.4257
H24 4.4577 6.0479 -1.2968
H25 5.7764 7.1198 -0.8430
H26 3.7833 5.8512 1.1072
H27 3.8538 7.5530 0.6311
H28 5.1647 6.8268 1.5857
H29 7.3073 2.9581 -1.4293
H30 6.6467 1.7596 -0.2821
H31 7.6432 3.1182 0.3274
O7 -3.9158 0.7001 -1.4600
S4 -3.1628 0.9898 -0.2734
O8 -3.7201 0.6334 1.0002
O9 -2.8074 2.5430 -0.2681
C14 -3.8930 3.4750 -0.4455
C15 -4.7541 3.6285 0.7922
C16 -1.5325 0.3726 -0.3910
H32 -4.4865 3.1742 -1.3102
H33 -3.4089 4.4176 -0.6913
H34 -5.2942 2.7106 1.0166
H35 -5.4801 4.4275 0.6379
H36 -4.1384 3.8709 1.6585
H37 -1.1067 0.6658 -1.3453
H38 -1.5740 -0.7090 -0.3252
H39 -0.9443 0.7693 0.4294
O10 9.4425 -0.3775 -4.3211
S5 8.2357 0.2052 -4.8256
O11 7.4841 1.0979 -4.0002
O12 7.3110 -0.9307 -5.3977
C17 6.9620 -2.0568 -4.5310
C18 5.9135 -1.7287 -3.4957
C19 8.5599 0.9986 -6.3631
H40 7.8732 -2.4430 -4.0731
H41 6.5963 -2.8154 -5.2197
H42 6.2763 -1.0211 -2.7547
H43 5.6257 -2.6358 -2.9710
H44 5.0313 -1.2909 -3.9642
H45 9.1176 0.3182 -6.9995
H46 9.1488 1.8856 -6.1417
H47 7.6127 1.2760 -6.8163
O13 -1.7525 1.6443 6.2993
S6 -1.2243 2.3802 5.1899
O14 0.1769 2.3345 4.9183
O15 -1.6772 3.9001 5.3425
C20 -1.3744 4.5539 6.5941
C21 0.0875 4.9269 6.7303
C22 -2.1283 2.0264 3.7308
H48 -1.7044 3.9201 7.4184
H49 -1.9978 5.4456 6.5955
H50 0.7195 4.0436 6.7919
H51 0.2312 5.5182 7.6355
H52 0.4163 5.5074 5.8689
H53 -3.1902 2.0935 3.9474
H54 -1.8719 1.0147 3.4242
H55 -1.8405 2.7349 2.9586
O16 -11.5536 -2.1130 -2.9404
S7 -10.7604 -2.9699 -2.1114
O17 -10.9398 -2.9390 -0.6935
O18 -9.2368 -2.7563 -2.4665
C23 -8.7094 -1.4038 -2.4237
C24 -8.4810 -0.9011 -1.0166
C25 -10.8794 -4.6307 -2.6726
H56 -9.3712 -0.7453 -2.9869
H57 -7.7681 -1.4606 -2.9643
H58 -9.4195 -0.7795 -0.4782
H59 -7.9748 0.0635 -1.0424
H60 -7.8673 -1.6040 -0.4543
H61 -10.7212 -4.6514 -3.7465
H62 -11.8811 -4.9740 -2.4256
H63 -10.1350 -5.2266 -2.1526

Values from the calculation:
2S+1 = 1
Relative energy (zero: lowest compared OMol25 entry of this formula, charge and spin) = 0.000 eV
DFT total energy = -161204.1024 eV
Total charge = -1
Lowest unoccupied orbital energy = 1.781 eV

Atomic partial charges in e from the Mulliken method, atoms 1 to 4: -1.072 0.083 -1.057 0.529

(2)
ORCA calculation (the ωB97M-V functional and the def2-TZVPD basis) on a 10-piece molecular cluster, C25H64BN14O17 overall in a non-equilibrium geometry.

CARTESIAN COORDINATES (ANGSTROEM)
O1 -2.5772 -0.8991 1.3151
C1 -1.9131 -0.2859 0.5321
O2 -1.2465 0.8333 0.7652
B1 -0.4721 1.2440 -0.4519
O3 -0.7663 0.1397 -1.3829
C2 -1.5571 -0.7842 -0.9045
O4 -2.0548 -1.7289 -1.4411
O5 0.9793 1.2700 -0.1959
C3 1.3587 2.5212 -0.1977
O6 2.4607 2.9571 0.0556
C4 0.1991 3.3740 -0.7542
O7 -0.8174 2.5740 -0.9860
O8 0.2473 4.5498 -0.9898
C5 -0.7518 -6.0419 -4.3348
C6 0.3110 -4.9869 -4.7337
C7 0.5310 -3.9028 -3.6796
O9 1.0120 -4.4811 -2.4972
C8 1.0169 -3.6795 -1.3319
N1 1.5748 -5.8067 -4.7621
H1 -1.1276 -6.4922 -5.2533
H2 -1.6487 -5.5728 -3.9140
H3 -0.3948 -6.7754 -3.6172
H4 0.0464 -4.6060 -5.7191
H5 -0.4284 -3.3782 -3.5504
H6 1.1917 -3.1143 -4.0658
H7 0.0955 -3.1016 -1.2409
H8 1.7981 -2.9084 -1.3080
H9 1.2661 -4.3084 -0.4804
H10 2.2295 -5.0910 -5.0755
H11 1.7060 -6.0080 -3.7788
C9 2.7488 -1.3041 1.1869
C10 3.4488 -2.1886 2.1926
C11 3.2851 -3.6874 1.9857
O10 1.9628 -4.0592 2.3664
C12 1.6593 -5.4065 2.4160
N2 4.8621 -1.8282 1.9582
H12 2.9295 -0.2358 1.2675
H13 1.6618 -1.3400 1.3024
H14 3.0464 -1.5569 0.1669
H15 3.1803 -1.9571 3.2270
H16 4.0354 -4.3701 2.3986
H17 3.4233 -3.9097 0.9164
H18 0.6516 -5.5400 2.8174
H19 2.2936 -5.9275 3.1479
H20 1.6703 -5.9513 1.4639
H21 5.3991 -1.6995 2.8017
H22 4.7747 -0.9905 1.4101
C13 -3.3655 6.2629 -1.9533
C14 -3.9180 5.1328 -1.0871
C15 -3.8741 3.7696 -1.7645
O11 -4.5125 2.7529 -1.0392
C16 -4.4549 1.5181 -1.6921
N3 -3.1792 5.1536 0.1810
H23 -3.1401 7.1528 -1.3752
H24 -4.0787 6.4018 -2.7680
H25 -2.4405 5.9037 -2.4164
H26 -4.9566 5.3448 -0.8146
H27 -2.8489 3.5196 -2.0527
H28 -4.4005 3.9746 -2.7126
H29 -5.0501 1.5089 -2.6158
H30 -4.8515 0.7383 -1.0449
H31 -3.4666 1.2138 -2.0582
H32 -2.1848 5.0118 0.0329
H33 -3.4927 4.3793 0.7569
C17 -2.3738 -0.1423 5.1889
C18 -2.0153 -1.6346 5.0999
C19 -1.9076 -2.1954 6.5011
O12 -0.7003 -1.7252 7.0568
C20 -0.6288 -1.8034 8.4634
N4 -3.1558 -2.2737 4.3883
H34 -3.0317 0.0977 6.0292
H35 -2.7256 0.3837 4.3025
H36 -1.4914 0.4437 5.4845
H37 -1.1183 -1.8202 4.5128
H38 -1.9257 -3.2935 6.5342
H39 -2.7406 -1.9076 7.1587
H40 -1.5215 -1.2762 8.8401
H41 0.1838 -1.2202 8.8844
H42 -0.7852 -2.8379 8.7812
H43 -3.0968 -1.7489 3.5220
H44 -4.0349 -2.0573 4.8413
C21 5.3531 2.1485 2.3502
O13 4.6487 2.1004 3.3628
N5 6.5202 2.8308 2.1458
N6 4.8689 1.5940 1.2199
H45 6.9329 3.3998 2.8594
H46 6.9615 2.7176 1.2561
H47 3.9160 1.2870 1.2038
H48 5.2727 1.7334 0.3105
C22 -0.4465 6.8616 1.9693
O14 -1.4603 6.8243 2.6742
N7 0.7765 6.5682 2.4996
N8 -0.4927 6.9577 0.6287
H49 0.7353 6.7092 3.4982
H50 1.6413 6.7469 2.0218
H51 -1.4452 7.0053 0.2972
H52 0.2214 6.6826 -0.0203
C23 4.5126 4.8406 -2.2327
O15 5.3702 5.4502 -2.8749
N9 4.7413 3.9550 -1.2461
N10 3.1833 4.9602 -2.5253
H53 4.0260 3.6171 -0.6098
H54 5.7231 3.7751 -1.1147
H55 2.7572 5.5114 -3.2443
H56 2.5081 4.5046 -1.9391
C24 1.1344 0.1667 -5.5194
O16 2.3160 0.4197 -5.3123
N11 0.2973 -0.3278 -4.5709
N12 0.4788 0.3636 -6.6996
H57 0.7190 -0.6291 -3.7084
H58 -0.6866 -0.4561 -4.6937
H59 -0.4021 -0.0867 -6.8490
H60 0.9327 0.7464 -7.5085
C25 -4.6958 -4.6578 -2.7640
O17 -4.5996 -4.7791 -3.9889
N13 -4.0644 -3.6779 -2.0487
N14 -5.4295 -5.5276 -2.0334
H61 -4.3560 -3.6466 -1.0882
H62 -3.1401 -3.3608 -2.2755
H63 -5.8814 -6.2236 -2.5992
H64 -5.4651 -5.3901 -1.0432

Values from the calculation:
2S+1 = 1
DFT total energy = -83318.6040 eV
Total charge = -1
Lowest unoccupied orbital energy = 1.992 eV

Atomic partial charges in e from the Mulliken method, atoms 1 to 4: -0.698 0.363 -0.543 1.729

(3)
ORCA calculation (the ωB97M-V functional and the def2-TZVPD basis) on a 9-piece molecular cluster, C25H64F3O27S9 overall in a non-equilibrium geometry.

CARTESIAN COORDINATES (ANGSTROEM)
C1 0.0114 -1.1076 0.7313
F1 -0.9067 -2.0573 0.5425
F2 0.4319 -1.1590 1.9701
F3 1.0026 -1.2271 -0.1543
S1 -0.9564 0.4855 0.5167
O1 -0.0227 1.5488 0.2502
O2 -1.9121 0.2049 -0.5437
O3 -1.6752 0.7140 1.7906
O4 -3.4921 3.4990 0.3745
S2 -4.8804 3.1189 0.0019
O5 -6.0577 3.9537 0.3263
O6 -4.8081 2.8567 -1.7021
C2 -3.6785 2.2898 -2.3049
C3 -3.9271 2.4766 -3.8076
C4 -5.2598 1.3694 0.2927
H1 -3.5310 1.2237 -2.1323
H2 -2.7781 2.7989 -1.9611
H3 -3.1397 1.9601 -4.3567
H4 -3.9314 3.5586 -3.9394
H5 -4.9321 2.2631 -4.1716
H6 -6.0777 1.0112 -0.3326
H7 -5.3755 1.1883 1.3613
H8 -4.4212 0.7829 -0.0826
O7 -0.3340 -5.4786 5.1084
S3 -0.4286 -4.8892 3.7789
O8 -1.0680 -5.5621 2.6685
O9 -1.0373 -3.3522 3.8467
C5 -0.5053 -2.4964 4.9023
C6 -1.6457 -1.9149 5.7415
C7 1.3118 -4.4660 3.2080
H9 0.0610 -1.7105 4.4027
H10 0.2162 -3.0101 5.5376
H11 -1.3438 -1.3259 6.6075
H12 -2.3121 -2.7126 6.0698
H13 -2.1933 -1.2971 5.0297
H14 1.8041 -3.9014 3.9999
H15 1.3304 -3.8488 2.3098
H16 1.8256 -5.4093 3.0226
O10 4.3941 0.2319 0.6772
S4 4.4264 1.1477 1.8149
O11 5.1773 0.8740 3.0458
O12 4.7666 2.6749 1.2202
C8 4.4608 2.9820 -0.1683
C9 4.3827 4.5118 -0.4562
C10 2.7584 1.4115 2.3778
H17 3.5780 2.4037 -0.4410
H18 5.2648 2.5426 -0.7586
H19 4.2989 4.6539 -1.5336
H20 5.1728 5.1706 -0.0959
H21 3.4307 4.7906 -0.0046
H22 2.7962 1.8764 3.3629
H23 2.3723 0.4089 2.5620
H24 2.2017 1.9055 1.5815
O13 -0.7136 4.0573 6.3316
S5 -1.5250 3.0239 5.7385
O14 -2.5932 2.2693 6.4467
O15 -2.2645 3.7223 4.3710
C11 -3.2231 3.0058 3.7126
C12 -4.6269 3.5612 3.9224
C13 -0.4774 1.8372 4.8754
H25 -3.2128 1.9233 3.8401
H26 -2.9833 3.2239 2.6719
H27 -4.6365 4.5904 3.5634
H28 -4.7908 3.6659 4.9949
H29 -5.3785 2.9079 3.4793
H30 -0.0896 1.1464 5.6241
H31 0.3124 2.3448 4.3216
H32 -1.1351 1.2190 4.2643
O16 -1.6277 -3.7284 -2.6683
S6 -1.5570 -5.0213 -1.9919
O17 -2.7356 -5.7907 -1.4839
O18 -0.5737 -6.1060 -2.8851
C14 0.4917 -5.5731 -3.5404
C15 1.0027 -6.5790 -4.6016
C16 -0.4094 -4.9084 -0.6065
H33 1.3060 -5.2892 -2.8738
H34 0.2898 -4.6143 -4.0179
H35 0.2280 -6.8545 -5.3171
H36 1.4496 -7.4608 -4.1425
H37 1.7775 -6.1373 -5.2282
H38 0.3797 -4.2355 -0.9422
H39 -0.1285 -5.9262 -0.3356
H40 -0.9736 -4.4099 0.1817
O19 5.1874 -5.9332 -1.2797
S7 4.1949 -4.9419 -0.8856
O20 2.8176 -5.3573 -0.5266
O21 4.7562 -4.0273 0.3758
C17 3.8587 -3.0718 0.8969
C18 4.0014 -2.6255 2.3417
C19 4.1672 -3.6111 -2.2134
H41 2.8183 -3.3953 0.8646
H42 3.9316 -2.2373 0.1995
H43 4.9763 -2.1946 2.5693
H44 3.8332 -3.3716 3.1183
H45 3.2728 -1.8343 2.5182
H46 3.4625 -2.8499 -1.8789
H47 3.7475 -4.0183 -3.1333
H48 5.2073 -3.3373 -2.3908
O22 1.4582 6.3255 0.5315
S8 0.0352 6.3096 0.9445
O23 -0.4967 7.3996 1.8208
O24 -0.9493 6.2707 -0.4263
C20 -0.7881 5.2040 -1.3612
C21 -1.6559 5.6072 -2.5363
C22 -0.3048 4.6841 1.8138
H49 -1.1632 4.2527 -0.9837
H50 0.2504 5.1702 -1.6906
H51 -2.6081 5.9936 -2.1726
H52 -1.7857 4.7644 -3.2152
H53 -1.1309 6.3539 -3.1320
H54 0.4392 4.0056 1.3964
H55 -1.3239 4.3243 1.6720
H56 -0.2323 4.8774 2.8841
O25 -0.6489 -2.5455 -5.4822
S9 0.1815 -1.6935 -4.6438
O26 1.1879 -2.1114 -3.6930
O27 0.8337 -0.4436 -5.5585
C23 0.3444 -0.1150 -6.8392
C24 1.4920 0.5526 -7.6132
C25 -0.9880 -0.6644 -3.7136
H57 -0.5066 0.5657 -6.8639
H58 0.1119 -1.0275 -7.3882
H59 2.3504 -0.1169 -7.6682
H60 1.7403 1.5062 -7.1474
H61 1.1722 0.7564 -8.6351
H62 -1.7162 -0.2396 -4.4046
H63 -0.4494 0.2084 -3.3447
H64 -1.5086 -1.1966 -2.9175

Values from the calculation:
2S+1 = 1
Relative energy (zero: lowest compared OMol25 entry of this formula, charge and spin) = 0.441 eV
DFT total energy = -187911.5061 eV
Total charge = -1
Lowest unoccupied orbital energy = 1.735 eV

Atomic partial charges in e from the Mulliken method, atoms 1 to 4: -0.212 -0.103 -0.096 -0.110

(4)
ORCA calculation (the ωB97M-V functional and the def2-TZVPD basis) on a 3-piece molecular cluster, C25H65F2N8O7P3S2 overall in a non-equilibrium geometry.

CARTESIAN COORDINATES (ANGSTROEM)
C1 2.7177 -1.3076 -4.9887
C2 3.5268 -2.6629 -4.5402
S1 5.1746 -2.0561 -3.7972
C3 5.3044 -2.9922 -2.1457
C4 5.1937 -2.0265 -0.8287
F1 4.6672 -0.6431 -1.1347
O1 6.5589 -1.9854 -0.2240
C5 7.5025 -1.2422 -1.0635
C6 8.7570 -2.2173 -1.5859
C7 9.1865 -1.6064 -3.0697
C8 8.2430 -0.0160 -0.2200
C9 7.2268 0.8291 0.7512
C10 6.7899 2.3047 0.1870
C11 5.3830 2.7042 0.9944
S2 4.8235 4.4662 0.6837
O2 3.8893 4.5700 -0.5690
O3 5.9872 5.4861 0.6357
O4 3.8186 4.8991 2.0317
C12 4.2117 -2.6017 0.3691
F2 5.0895 -3.3466 1.3099
N1 3.0002 -3.3604 -0.1119
C13 2.1327 -3.8278 1.0685
P1 1.9014 -2.3814 -1.1142
N2 1.4381 -0.8405 -0.3475
O5 0.3891 -3.2907 -1.2418
H1 1.7950 -1.1465 -4.2871
H2 3.4352 -0.3676 -4.8652
H3 2.4615 -1.4203 -6.1260
H4 2.9530 -3.3197 -3.7270
H5 3.7125 -3.3749 -5.4510
H6 4.5141 -3.8514 -2.2113
H7 6.3701 -3.5293 -2.1882
H8 7.0576 -0.7634 -2.0316
H9 9.7010 -2.0921 -0.8945
H10 8.4663 -3.3531 -1.6113
H11 10.1388 -2.1473 -3.5220
H12 9.3841 -0.4318 -2.9895
H13 8.2345 -1.6963 -3.7839
H14 9.0128 -0.5654 0.5077
H15 8.8675 0.7061 -0.9044
H16 6.2493 0.2655 1.0615
H17 7.8256 1.0262 1.7642
H18 7.6057 3.0996 0.5261
H19 6.6579 2.2659 -0.9756
H20 4.5007 1.9627 0.6999
H21 5.5008 2.5917 2.1725
H22 3.7472 5.9151 1.9997
H23 3.8265 -1.6483 0.9754
H24 1.5159 -2.8650 1.4105
H25 2.7572 -4.1780 1.9954
H26 1.4003 -4.7179 0.7603
H27 1.1801 -0.1313 -1.0985
H28 2.2373 -0.3847 0.1555
H29 -0.1841 -3.1270 -0.4346
O6 -0.9407 1.9249 -2.7210
P2 -2.4233 2.3281 -2.5295
N3 -2.2154 2.3772 -0.8372
C14 -3.0078 1.7353 0.1946
C15 -1.3776 3.4476 -0.3073
N4 -3.0010 0.7683 -2.9768
C16 -3.7915 -0.1223 -2.1422
C17 -2.1598 -0.0453 -3.8602
N5 -4.1277 2.7917 -2.3093
C18 -4.8441 2.8265 -3.6089
C19 -4.3428 4.1321 -1.7289
H30 -4.0669 2.0030 0.1523
H31 -2.6741 2.0004 1.2063
H32 -2.9127 0.6507 0.1534
H33 -1.9164 4.3959 -0.2722
H34 -0.4886 3.5979 -0.9274
H35 -1.0038 3.2286 0.7006
H36 -3.1628 -0.7034 -1.4613
H37 -4.3485 -0.8357 -2.7633
H38 -4.5580 0.4020 -1.5671
H39 -1.3462 -0.5247 -3.3077
H40 -1.7308 0.5658 -4.6624
H41 -2.7408 -0.8299 -4.3595
H42 -4.3919 3.5596 -4.2858
H43 -5.9007 3.0814 -3.4659
H44 -4.8426 1.8589 -4.1173
H45 -3.7614 4.8932 -2.2612
H46 -4.0800 4.1702 -0.6704
H47 -5.4015 4.4160 -1.7626
O7 -4.7110 -1.8354 2.5035
P3 -5.9638 -1.4502 3.3279
N6 -6.2301 -0.0915 2.3314
C20 -6.4399 1.2911 2.7172
C21 -6.6481 -0.3536 0.9585
N7 -5.0305 -0.9679 4.6930
C22 -5.0077 0.3590 5.2874
C23 -3.7101 -1.5806 4.8697
N8 -7.4040 -1.0072 4.2755
C24 -7.5945 -1.9313 5.4214
C25 -8.6812 -1.0609 3.5368
H48 -7.2817 1.4234 3.4022
H49 -6.6515 1.9396 1.8572
H50 -5.5445 1.7199 3.1663
H51 -7.7086 -0.6049 0.9053
H52 -6.0903 -1.1908 0.5281
H53 -6.4646 0.4995 0.2934
H54 -4.3233 1.0282 4.7580
H55 -4.6719 0.3056 6.3311
H56 -5.9967 0.8199 5.3376
H57 -2.9636 -1.1168 4.2181
H58 -3.7467 -2.6550 4.6573
H59 -3.3602 -1.4918 5.9052
H60 -7.7365 -2.9608 5.0749
H61 -8.4639 -1.6366 6.0207
H62 -6.7475 -1.9266 6.1123
H63 -8.7962 -2.0154 3.0113
H64 -8.7724 -0.2506 2.8114
H65 -9.5370 -0.9287 4.2099

Values from the calculation:
2S+1 = 1
DFT total energy = -108190.9157 eV
SMILES = CCSC[C@](F)(O[C@H](CC)CCCCS(=O)(=O)O)[C@H](F)N(C)P(N)O.CN(C)P(=O)(N(C)C)N(C)C.CN(C)P(=O)(N(C)C)N(C)C
Lowest unoccupied orbital energy = -1.120 eV

Atomic partial charges in e from the Mulliken method, atoms 1 to 4: -0.657 -0.112 -0.209 -0.595

no.,orbital gap (eV)
1,6.29
2,9.05
3,9.25
4,6.68